The following is a quantum chemistry calculation of C5H9NO2 in the gas phase in a non-equilibrium geometry, from the Open Molecules 2025 dataset.

Last column: natural (NBO) charge in e.
Geometry (Å):
C -1.1543 -0.1259 -1.4842  -0.665
C 1.3404 -0.3356 1.6665  -0.682
C -0.3868 -0.5304 -0.2838  -0.139
C 0.4664 0.0459 0.5242  0.335
N -0.2259 2.3852 -0.4250  -0.525
C -0.3821 -2.2076 0.0089  0.425
O 0.7652 1.6069 0.2219  -0.464
O -0.9211 -2.9531 -0.7770  -0.525
H 0.2878 2.8571 -1.1706  0.343
H -0.4949 3.0941 0.2563  0.339
H 0.0696 -2.6065 0.9359  0.122
H -1.8900 -0.8693 -1.8019  0.238
H -1.7393 0.7759 -1.2482  0.255
H -0.4937 0.0839 -2.3296  0.226
H 2.2167 0.3219 1.6686  0.252
H 0.8209 -0.1861 2.6179  0.235
H 1.7210 -1.3563 1.6201  0.230

Force components x, y, z for each atom (eV/Å):
-0.8 0.8 0.0
0.1 0.3 0.0
0.3 -5.0 0.9
0.3 4.6 -1.4
-0.1 -0.2 0.1
-1.3 2.0 -1.5
0.3 -2.7 1.4
0.6 0.7 0.8
-0.1 -0.1 0.2
0.2 -0.1 -0.1
0.1 0.3 -0.1
0.4 -0.3 0.2
0.4 -0.3 -0.3
-0.1 0.1 0.1
-0.2 0.0 -0.1
0.1 0.0 -0.1
-0.2 0.0 -0.1

Properties
- highest occupied orbital energy (eV) = -9.08
- max |F| (eV Å⁻¹) = 5.075
- SMILES string = C/C(C=O)=C(/C)ON
- frontier orbital gap (eV) = 9.980
- charge = 0

---

The following is a quantum chemistry calculation of a molecular structure, C32H42CoF3N6SSi3, from the Open Molecules 2025 dataset.

Last column: Mulliken spin population.
Geometry (Å):
Co 0.3868 0.0335 0.4113  1.093
C -2.0515 -4.4049 0.5354  0.000
Si -0.8807 -2.9556 0.1374  0.027
C -0.9670 -2.8514 -1.7451  -0.014
C 0.8487 -3.6554 0.4836  -0.003
C -1.2964 -1.4230 1.0785  -0.014
Si -3.0802 -0.9472 0.9354  0.013
C -3.9099 -1.2791 -0.7281  0.000
C -4.1811 -1.9280 2.1458  -0.002
C -3.4499 0.8708 1.2999  -0.002
Si -0.7962 -1.4856 2.8240  -0.013
C -1.5581 -0.2694 4.0564  0.001
C -0.9970 -3.1568 3.7107  0.000
C 1.0828 -1.1881 2.9207  0.003
C 1.8483 -1.3283 4.0769  0.000
C 3.2251 -1.2189 4.0154  0.000
C 3.8189 -1.0061 2.7807  0.000
C 3.0067 -0.8427 1.6746  0.001
N 1.6720 -0.9004 1.7419  -0.046
H -1.7275 -5.3149 0.0204  0.000
H -3.0745 -4.1919 0.2157  0.000
H -2.0816 -4.6147 1.6071  0.000
H -0.6179 -3.8062 -2.1528  0.001
H -0.3619 -2.0525 -2.1715  0.015
H -1.9829 -2.6839 -2.1017  -0.002
H 0.8607 -4.7033 0.1687  -0.001
H 1.1454 -3.6181 1.5336  0.000
H 1.6128 -3.1247 -0.0917  0.001
H -3.7879 -2.3097 -1.0625  0.000
H -3.5272 -0.6205 -1.5098  0.000
H -4.9834 -1.0973 -0.6130  0.000
H -4.2406 -2.9763 1.8405  0.000
H -5.1976 -1.5223 2.1492  0.000
H -3.8156 -1.9137 3.1742  0.000
H -2.9794 1.4815 0.5299  0.001
H -3.0771 1.1917 2.2732  0.000
H -4.5300 1.0437 1.2647  0.000
H -2.6481 -0.2817 4.0252  0.000
H -1.2244 0.7526 3.8826  -0.001
H -1.2571 -0.5655 5.0664  0.000
H -2.0592 -3.4015 3.7978  0.000
H -0.5767 -3.1304 4.7209  0.000
H -0.5166 -3.9722 3.1661  0.000
H 1.3505 -1.5338 5.0167  0.000
H 3.8299 -1.3137 4.9096  0.000
H 4.8926 -0.9442 2.6685  0.000
H 3.4327 -0.6593 0.6984  -0.004
F -2.4588 0.6084 -4.2407  0.000
C -1.1401 0.5271 -4.5219  -0.002
F -0.7239 -0.6893 -4.1539  0.000
F -1.0546 0.5523 -5.8807  0.000
C -0.3540 1.6558 -3.9122  0.001
C 0.1844 2.6103 -4.7554  0.001
C 0.9349 3.6508 -4.2299  -0.002
C 1.0920 3.6809 -2.8549  0.001
N 0.5494 2.8000 -2.0268  0.001
C -0.1704 1.7735 -2.5095  -0.004
S -0.9109 0.6508 -1.4015  -0.028
H 0.0373 2.5250 -5.8231  0.000
H 1.3869 4.4014 -4.8633  0.000
H 1.6828 4.4627 -2.3831  0.000
C 3.9827 -0.4603 -3.7158  0.001
C 2.8338 -1.1156 -3.2206  0.010
C 2.2021 -0.6335 -2.1092  -0.018
C 2.6577 0.5198 -1.4175  -0.030
C 1.9598 1.0000 -0.2571  -0.042
C 2.5294 2.0905 0.3647  -0.010
C 3.6904 2.7344 -0.1131  -0.003
C 4.3304 2.2932 -1.2372  -0.001
C 3.8263 1.1587 -1.9156  0.001
C 4.4642 0.6447 -3.0744  -0.002
H 4.4809 -0.8377 -4.6011  0.000
H 2.4478 -1.9929 -3.7254  0.000
H 1.3150 -1.1285 -1.7344  0.035
H 2.0783 2.5002 1.2601  -0.001
H 4.0758 3.5961 0.4236  0.001
H 5.2228 2.7846 -1.6103  0.000
H 5.3516 1.1497 -3.4425  0.000
N -1.4335 5.8810 0.9369  0.000
C -1.2186 4.5286 0.9380  0.001
N -1.5939 3.8512 -0.1541  0.001
N -0.6544 4.0046 2.0042  -0.001
C -0.4285 2.7069 1.8893  0.003
N -0.2535 1.5831 1.6935  0.028
H -2.2358 6.2100 0.4270  0.000
H -1.2937 6.3084 1.8377  0.000
H -1.6789 4.3545 -1.0201  0.000
H -1.2918 2.8781 -0.2518  0.002

Force components x, y, z for each atom (eV/Å):
0.0 -0.5 -0.2
0.0 0.0 0.0
-0.1 -0.2 0.0
0.1 0.0 0.0
0.0 0.1 0.0
0.3 0.3 -0.2
0.0 0.0 0.1
0.0 0.0 0.0
0.0 -0.1 0.0
0.0 -0.1 0.0
-0.1 -0.1 0.1
0.0 0.0 0.0
0.0 0.0 0.0
0.0 -0.1 -0.1
0.0 -0.1 0.0
0.0 0.0 0.0
0.0 0.0 0.0
-0.1 -0.1 0.0
-0.1 0.4 0.2
0.0 0.0 0.0
0.0 0.0 0.0
0.0 0.0 0.0
0.0 0.0 0.0
0.0 -0.1 0.0
0.0 0.0 0.0
0.0 0.0 0.0
0.0 0.0 0.0
0.0 0.0 0.0
0.0 0.0 0.0
0.0 0.0 0.0
0.0 0.0 0.0
0.0 0.0 0.0
0.0 0.0 0.0
0.0 0.0 0.0
0.0 0.1 0.0
0.0 0.0 0.0
0.0 0.0 0.0
0.0 0.0 0.0
0.0 0.0 0.0
0.0 0.0 0.0
0.0 0.0 0.0
0.0 0.0 0.0
0.0 0.0 0.0
0.0 0.0 0.0
0.0 0.0 0.0
0.0 0.0 0.0
0.0 0.1 0.0
0.1 0.0 0.0
-0.1 0.0 0.0
0.0 0.1 -0.1
0.0 0.0 0.0
0.0 0.0 0.1
0.1 0.0 0.0
0.0 0.0 0.0
0.0 0.0 0.0
-0.2 0.0 0.0
0.1 0.0 -0.1
-0.2 0.2 0.1
0.0 0.0 0.0
0.0 0.0 0.0
0.0 0.0 0.0
0.0 0.0 0.0
0.0 0.0 0.0
0.0 0.0 0.0
0.0 0.0 -0.1
0.0 0.0 -0.1
0.0 0.0 0.0
0.0 0.0 0.0
0.0 0.0 0.0
0.0 0.0 0.0
0.0 0.0 0.0
0.0 0.0 0.0
0.0 0.0 0.0
0.0 0.0 0.0
-0.1 0.0 0.0
0.0 0.0 0.0
0.0 0.0 0.0
0.0 0.0 0.0
0.0 0.0 0.1
0.0 0.0 -0.1
0.0 -0.1 0.2
-0.2 0.0 0.1
0.0 0.0 -0.2
0.2 0.2 0.4
0.0 0.0 0.0
0.0 0.0 0.0
0.0 0.0 0.0
0.0 0.0 -0.1

Properties
- highest occupied orbital energy (spin up / spin down) (eV) = -4.62 / -4.59
- max |F| (eV Å⁻¹) = 0.576
- ⟨S²⟩ = 0.770
- 2S+1 = 2
- frontier orbital gap (spin up / spin down) (eV) = 7.083 / 7.047
- charge = -1

---

The following is a quantum chemistry calculation of C4H4O in the gas phase in a non-equilibrium geometry, from the Open Molecules 2025 dataset.

Last column: natural (NBO) charge in e.
Geometry (Å):
C 0.3558 -0.3293 -1.0820  -0.417
C -0.5916 0.0967 0.9982  -0.441
C -0.1181 -1.1285 0.1932  0.212
C -0.9696 -0.0697 -0.4466  0.162
O -1.3602 -1.4912 -0.2667  -0.456
H 1.1358 0.4067 -1.0612  0.228
H 0.3260 -0.8238 -2.0595  0.239
H -1.4680 -0.1726 1.6574  0.238
H -0.1358 0.8865 1.4975  0.234

Force components x, y, z for each atom (eV/Å):
-1.0 -1.2 -0.4
-3.4 -2.3 0.6
2.3 0.8 0.5
-0.5 0.8 -0.1
-0.3 0.5 -0.8
0.2 0.3 0.7
-0.1 -0.3 0.6
1.0 -0.1 -0.9
1.8 1.3 -0.1

Properties
- highest occupied orbital energy (eV) = -10.40
- max |F| (eV Å⁻¹) = 4.113
- SMILES string = C1[C@]23C[C@]12O3
- frontier orbital gap (eV) = 11.508
- charge = 0

---

The following is a quantum chemistry calculation of 2 unconnected molecules or ions with the total composition C4H12NO2, from the Open Molecules 2025 dataset.

Last column: natural (NBO) charge in e.
Geometry (Å):
C -1.7833 0.0462 -0.6476  -0.044
O -1.1190 0.9519 -1.4785  -0.802
C -1.2884 -1.4080 -0.7764  -0.426
C -0.4912 -1.8912 0.4304  -0.616
H -1.6945 0.3574 0.4059  0.135
H -2.8499 0.0956 -0.9095  0.137
H -0.1100 0.9273 -1.2236  0.507
H -2.1343 -2.0794 -0.9553  0.165
H -0.6565 -1.4383 -1.6596  0.213
H -1.1142 -1.9013 1.3254  0.176
H -0.0994 -2.8943 0.2677  0.180
H 0.3449 -1.2150 0.6105  0.252
N 2.2195 1.0653 1.4146  -0.896
C 1.4337 1.6826 0.2969  0.139
O 1.2921 0.8058 -0.7122  -0.922
H 2.9188 0.4932 0.9471  0.345
H 2.7150 1.7819 1.9422  0.317
H 0.4635 1.9973 0.7379  0.085
H 1.9529 2.6231 -0.0161  0.055

Force components x, y, z for each atom (eV/Å):
-0.1 0.1 -0.1
0.1 0.0 -0.1
0.0 0.1 0.1
0.0 0.2 -0.1
0.0 -0.1 0.1
0.0 0.0 0.1
0.0 -0.1 0.0
0.0 0.0 0.0
0.1 0.0 -0.2
-0.1 -0.1 0.1
0.0 -0.2 0.0
0.1 0.0 0.0
0.0 -0.1 0.1
0.1 -0.1 -0.1
-0.1 0.1 -0.1
0.0 0.1 0.0
0.0 0.0 -0.1
0.0 0.1 0.1
0.0 0.0 0.0

Properties
- highest occupied orbital energy (eV) = -3.37
- max |F| (eV Å⁻¹) = 0.241
- frontier orbital gap (eV) = 7.699
- charge = -1

---

The following is a quantum chemistry calculation of 2 unconnected molecules or ions with the total composition C3H8Br2N2 in a non-equilibrium geometry, from the Open Molecules 2025 dataset.

Last column: natural (NBO) charge in e.
Geometry (Å):
C 0.6556 0.2310 1.7460  -0.502
C 0.8426 -0.4887 -1.2625  -0.466
C -1.5069 0.1430 -0.8358  -0.082
N 0.2376 1.2893 0.9797  -0.369
N -0.1839 0.4964 -0.8509  -0.390
Br -2.7388 1.3132 0.1619  0.108
Br -1.6733 -1.8664 -0.0834  -0.241
H 0.5046 0.4635 2.8297  0.234
H -0.0740 -0.6147 1.4783  0.253
H 1.6223 -0.1882 1.5580  0.180
H 1.8784 -0.0325 -1.4737  0.222
H 0.7869 -1.3781 -0.6356  0.223
H 0.5158 -0.9321 -2.1661  0.222
H -1.8398 -0.2126 -1.8831  0.250
H 0.9730 1.7769 0.4374  0.358

Force components x, y, z for each atom (eV/Å):
-1.1 -2.9 1.1
0.1 1.1 0.4
0.3 -1.4 -1.2
-0.7 1.0 -5.0
1.0 1.9 2.5
0.7 -0.9 -1.0
-0.7 -0.1 0.3
0.1 -0.2 -0.7
0.8 0.9 1.0
0.9 0.0 0.0
-1.7 -0.6 0.8
0.7 0.2 0.6
-0.5 -0.1 -1.5
0.1 1.3 1.7
-0.3 -0.3 0.8

Properties
- highest occupied orbital energy (spin up / spin down) (eV) = -9.13 / -9.13
- max |F| (eV Å⁻¹) = 5.109
- frontier orbital gap (spin up / spin down) (eV) = 8.402 / 8.403
- charge = 0

---

The following is a quantum chemistry calculation of a molecular structure, C12H26MoNO3P in a non-equilibrium geometry, from the Open Molecules 2025 dataset.

Last column: natural (NBO) charge in e.
Geometry (Å):
Mo -0.0099 0.0789 1.8941  0.163
C 1.2314 1.7479 1.9615  0.577
O 1.9866 2.6382 2.0297  -0.169
C 1.7603 -1.0049 1.8577  0.633
O 2.6911 -1.7095 1.8850  -0.173
C -0.8620 -1.7873 2.0294  0.586
O -1.1966 -2.9028 2.1630  -0.183
C 1.3545 0.9671 -1.2644  -0.483
P 0.0431 -0.0114 -0.4330  1.389
H -1.7602 0.8259 -1.7005  0.340
H 1.3438 1.9422 -0.7493  0.265
C -0.2290 -1.4633 -1.5193  -0.532
H -0.2232 -0.9973 -2.5175  0.301
C 1.0165 1.1777 -2.7445  -0.617
H 0.0064 1.5734 -2.9052  0.235
H 1.1296 0.2473 -3.3166  0.254
H 1.7292 1.9071 -3.1524  0.333
C 2.7590 0.3758 -1.1035  -0.623
H 2.8589 -0.5976 -1.6005  0.255
C -2.5878 0.4999 0.2710  -0.552
H 3.0666 0.2573 -0.0565  0.199
H 3.4661 1.0693 -1.5842  0.322
C -1.2005 2.5147 -0.4477  -0.631
H -2.2250 0.1606 1.2818  0.156
H -3.2936 1.3329 0.4337  0.313
H -3.1301 -0.3462 -0.1694  0.306
C -1.4759 1.0117 -0.6514  -0.501
H -2.1439 3.0282 -0.2033  0.300
H -0.7952 2.9821 -1.3566  0.289
H -0.5002 2.7118 0.3858  0.175
C -1.5861 -2.1556 -1.3492  -0.611
H -1.7438 -2.5179 -0.3240  0.201
H -1.5909 -3.0272 -2.0156  0.315
H -2.4254 -1.5128 -1.6428  0.234
C 0.9108 -2.4837 -1.4514  -0.619
H 1.1141 -2.8170 -0.4253  0.203
H 1.8384 -2.1053 -1.8893  0.246
H 0.6077 -3.3604 -2.0373  0.309
H -0.9701 1.5661 2.1934  0.191
H -1.3365 0.9807 2.7141  0.178
N 0.0842 -0.1667 4.0899  -0.969
H 1.0495 -0.2020 4.4349  0.468
H -0.3819 -1.0298 4.3969  0.462
H -0.3799 0.6019 4.5891  0.465

Force components x, y, z for each atom (eV/Å):
-2.6 1.3 -0.4
5.5 6.3 0.4
-4.2 -4.9 -0.4
6.5 -5.0 -0.1
-5.0 4.0 -0.1
-2.6 -8.5 0.6
1.8 6.3 -0.6
2.4 1.2 -0.2
0.8 -1.6 -3.3
0.3 -0.4 0.1
-0.2 -0.2 0.0
-0.1 -1.1 -0.5
0.1 0.1 0.2
-0.9 -0.7 -0.2
0.3 0.0 -0.1
0.1 0.3 0.0
0.1 0.1 0.2
-0.1 -0.4 0.1
0.1 0.4 0.1
-0.7 0.3 -0.5
0.1 0.2 -0.2
-0.1 -0.1 0.1
0.1 0.3 0.0
-0.3 -0.2 0.1
0.1 -0.5 0.3
0.2 0.1 0.5
-0.7 1.1 1.5
0.2 -0.1 -0.2
-0.1 -0.1 0.4
-0.3 0.1 -0.4
-0.3 0.4 0.4
-0.1 -0.1 -0.4
0.0 0.2 0.1
0.2 -0.3 0.0
0.4 0.1 0.1
-0.1 -0.1 -0.2
-0.2 -0.3 0.1
0.1 0.1 0.1
-1.2 0.2 1.6
-0.3 1.8 -0.3
0.6 -0.6 0.1
-0.1 -0.1 0.5
0.2 0.2 0.4
0.1 0.0 0.2

Properties
- highest occupied orbital energy (spin up / spin down) (eV) = -24.97 / -24.88
- max |F| (eV Å⁻¹) = 8.862
- ⟨S²⟩ = 2.035
- 2S+1 = 3
- frontier orbital gap (spin up / spin down) (eV) = 5.533 / 4.793
- charge = +4

---

Q: Which of these has the highest charge?
A: C12H26MoNO3P

---

Please write out number 4 again, unchanged.
The following is a quantum chemistry calculation of 2 unconnected molecules or ions with the total composition C4H12NO2, from the Open Molecules 2025 dataset.

Last column: natural (NBO) charge in e.
Geometry (Å):
C -1.7833 0.0462 -0.6476  -0.044
O -1.1190 0.9519 -1.4785  -0.802
C -1.2884 -1.4080 -0.7764  -0.426
C -0.4912 -1.8912 0.4304  -0.616
H -1.6945 0.3574 0.4059  0.135
H -2.8499 0.0956 -0.9095  0.137
H -0.1100 0.9273 -1.2236  0.507
H -2.1343 -2.0794 -0.9553  0.165
H -0.6565 -1.4383 -1.6596  0.213
H -1.1142 -1.9013 1.3254  0.176
H -0.0994 -2.8943 0.2677  0.180
H 0.3449 -1.2150 0.6105  0.252
N 2.2195 1.0653 1.4146  -0.896
C 1.4337 1.6826 0.2969  0.139
O 1.2921 0.8058 -0.7122  -0.922
H 2.9188 0.4932 0.9471  0.345
H 2.7150 1.7819 1.9422  0.317
H 0.4635 1.9973 0.7379  0.085
H 1.9529 2.6231 -0.0161  0.055

Force components x, y, z for each atom (eV/Å):
-0.1 0.1 -0.1
0.1 0.0 -0.1
0.0 0.1 0.1
0.0 0.2 -0.1
0.0 -0.1 0.1
0.0 0.0 0.1
0.0 -0.1 0.0
0.0 0.0 0.0
0.1 0.0 -0.2
-0.1 -0.1 0.1
0.0 -0.2 0.0
0.1 0.0 0.0
0.0 -0.1 0.1
0.1 -0.1 -0.1
-0.1 0.1 -0.1
0.0 0.1 0.0
0.0 0.0 -0.1
0.0 0.1 0.1
0.0 0.0 0.0

Properties
- highest occupied orbital energy (eV) = -3.37
- max |F| (eV Å⁻¹) = 0.241
- frontier orbital gap (eV) = 7.699
- charge = -1